(1)
10
Properties=species:S:1:pos:R:3:nbo_charge:R:1 method="wB97M-V/def2-TZVPD" e_homo_ev=-9.3323 relative_energy_kj_mol=224.3 orbital_gap_ev=7.4 e_tot_ha=-988.24677 smiles="CSC(=O)C=S" e_lumo_ev=-1.89
C 2.01203 0.15690 0.13770 -0.75
S -3.78680 -0.11451 0.17668 0.11
H -1.94348 -1.61005 -0.71592 0.23
H 3.00477 -0.43673 0.33497 0.26
C -0.83822 0.26650 -0.19018 0.30
H 1.90999 0.73636 1.11224 0.23
O -0.67609 1.45280 -0.11205 -0.51
S 0.45911 -0.88944 0.02563 0.23
H 1.98451 0.98737 -0.52876 0.25
C -2.12581 -0.54920 -0.24032 -0.34

=====

(2)
9
Properties=species:S:1:pos:R:3:lowdin_charge:R:1 method="wB97M-V/def2-TZVPD" spin_multiplicity=2 e_homo_ev="-17.4275 / -17.3840" charge=+2 relative_energy_kj_mol=270.8 orbital_gap_ev="7.6 / 5.9" e_tot_ha=-229.37323 e_lumo_ev="-9.81 / -11.53"
H 1.33996 -0.45447 -1.01388 0.15
C 0.60456 -0.52160 1.15531 0.17
H -1.47312 -0.76174 0.11785 0.15
O -0.12735 2.13595 -1.59566 -0.71
C -0.51263 -1.25562 0.34085 0.05
Y -1.03032 3.97420 -1.21320 1.79
H 0.97345 -0.26154 2.14390 0.15
H -0.48889 -2.34871 0.19455 0.16
C 0.71435 -0.50647 -0.12973 0.09

=====

(3)
9
Properties=species:S:1:pos:R:3:nbo_charge:R:1 method="wB97M-V/def2-TZVPD" e_homo_ev="-7.6732 / -7.6236" relative_energy_kj_mol=429.0 orbital_gap_ev="7.1 / 6.8" e_tot_ha=-799.17941 smiles="C=C=[PH]=C=P" e_lumo_ev="-0.62 / -0.79"
C 1.76073 -0.24367 0.54784 -0.39
H -0.01710 2.78927 -0.26441 0.03
P -0.36003 1.44842 0.28969 0.88
H 2.66804 -0.65006 0.12325 0.21
P -2.83968 -0.37814 0.35620 0.54
H -3.19148 -1.32342 -0.65550 -0.06
C 1.10275 0.77495 -0.00023 -0.44
H 1.52717 -0.44251 1.56198 0.20
C -1.63642 0.49302 -0.29602 -0.97

=====

(4)
8
Properties=species:S:1:pos:R:3:nbo_charge:R:1 method="wB97M-V/def2-TZVPD" e_homo_ev=-10.0872 relative_energy_kj_mol=220.9 orbital_gap_ev=9.9 e_tot_ha=-514.75842 e_lumo_ev=-0.17
H -0.80509 0.63021 1.49491 0.18
H -1.27047 -0.63510 -0.49710 0.20
S 3.32037 -0.34812 -0.36795 0.19
C -0.12016 0.50582 0.72172 -0.36
C 2.71612 0.78872 0.44684 -0.19
H 0.47960 -0.31685 -0.94472 0.18
C -0.33920 -0.24376 -0.33479 -0.40
H 0.86394 1.00068 0.99946 0.21

=====

(5)
8
Properties=species:S:1:pos:R:3:nbo_charge:R:1 method="wB97M-V/def2-TZVPD" e_homo_ev="-8.6450 / -8.0957" relative_energy_kj_mol=485.5 orbital_gap_ev="8.6 / 6.7" e_tot_ha=-514.65761 e_lumo_ev="-0.06 / -1.41"
S 0.91144 2.98409 0.51868 0.25
H -1.48618 2.22524 -0.24978 0.25
H -0.70348 -0.26533 0.80851 0.17
H 0.43000 -1.11192 -0.57357 0.21
H 0.97044 -1.01005 1.10725 0.18
C -0.39837 2.12217 -0.18282 -0.48
C 0.68025 1.49848 -0.66719 -0.09
C 0.14806 -0.71732 0.43755 -0.50

=====

(6)
9
Properties=species:S:1:pos:R:3:nbo_charge:R:1 method="wB97M-V/def2-TZVPD" e_homo_ev=-8.3569 relative_energy_kj_mol=120.1 orbital_gap_ev=7.9 e_tot_ha=-913.01474 e_lumo_ev=-0.42
C -0.63328 -0.14471 -1.74705 -0.50
C 0.58423 0.08364 1.86241 -0.48
H 0.07087 -0.54324 2.56757 0.21
H -1.34247 0.57620 -2.12383 0.22
C 0.24122 0.05903 0.58582 -0.30
S -1.04777 -0.89239 -0.15163 0.27
H 1.37090 0.71081 2.23561 0.21
S 0.95700 0.97327 -0.76720 0.16
H -0.20070 -0.82262 -2.46169 0.22

=====

(7)
9
Properties=species:S:1:pos:R:3:nbo_charge:R:1 method="wB97M-V/def2-TZVPD" e_homo_ev="-8.4871 / -8.4807" relative_energy_kj_mol=493.1 orbital_gap_ev="5.4 / 7.4" e_tot_ha=-912.87269 e_lumo_ev="-3.10 / -1.13"
H 2.27704 -0.80585 0.42372 0.01
H -0.39414 -0.70623 -2.55893 0.11
C 0.11429 0.59244 0.17349 -0.13
C -0.15212 1.68407 0.60492 -0.15
S -0.51331 -2.05531 0.30238 0.12
C 0.36027 -0.67488 -0.35398 -0.41
S 0.84897 -0.79657 -2.06141 0.08
H -0.31698 2.64455 0.99510 0.24
H -0.83617 -1.46453 1.46487 0.13

=====

(8)
9
Properties=species:S:1:pos:R:3:nbo_charge:R:1 method="wB97M-V/def2-TZVPD" e_homo_ev=-8.5178 relative_energy_kj_mol=600.7 orbital_gap_ev=6.7 e_tot_ha=-912.83169 e_lumo_ev=-1.78
H -1.18106 -0.36861 -1.93539 0.28
C 1.80989 0.14163 0.59557 -0.37
H 1.47652 -0.66179 1.26082 0.23
H 2.19088 -0.22123 -0.35230 0.18
H 1.51159 1.11562 0.51964 0.20
S -1.80476 -1.45142 0.38333 0.07
C -1.37887 -0.02794 -0.88144 -0.47
S -1.87848 1.43279 -0.00624 0.19
C -0.74573 0.04095 0.41600 -0.31